(1)
{"formula": "C20H19N3O3", "method": "the ωB97M-V functional and the def2-TZVPD basis", "elements": ["O", "H", "N", "H", "C", "C", "C", "C", "H", "H", "H", "H", "N", "C", "C", "C", "H", "H", "H", "H", "H", "O", "H", "C", "H", "C", "C", "C", "C", "H", "C", "C", "C", "H", "C", "O", "H", "C", "H", "C", "C", "N", "C", "H", "H"], "xyz": [[1.19, 2.44, 1.34], [-5.80, 1.19, 1.69], [2.10, 1.47, -0.47], [-1.21, -3.72, 2.29], [-3.72, 1.47, 1.28], [-1.35, 1.67, 0.65], [1.69, -0.88, 1.11], [0.39, -1.33, 1.24], [2.52, -2.43, -1.77], [-4.40, -0.49, -1.98], [1.98, 0.97, -1.34], [-1.02, -4.72, 0.86], [3.41, 1.56, 0.00], [-0.17, -2.17, 0.28], [1.04, 1.83, 0.30], [-4.98, 1.01, 1.00], [-1.13, 2.20, 1.57], [2.12, -0.23, 1.86], [-0.19, -1.02, 2.09], [-3.53, 2.02, 2.19], [4.49, -1.44, -0.29], [5.39, 0.65, 0.55], [-2.02, -0.25, -2.61], [-2.66, 1.23, 0.39], [0.21, -3.25, -1.53], [-4.21, 0.06, -1.07], [-2.91, 0.52, -0.81], [0.62, -2.58, -0.79], [-0.56, 0.72, -1.41], [3.65, 2.42, 0.46], [-0.30, 1.42, -0.20], [-5.22, 0.30, -0.18], [2.46, -1.25, 0.01], [-2.64, -4.28, 1.42], [-1.61, -3.93, 1.31], [0.45, 0.47, -2.30], [-2.19, -1.89, 0.90], [4.24, 0.49, 0.20], [0.10, -0.02, -3.05], [-1.83, 0.29, -1.69], [1.92, -2.12, -0.93], [3.76, -0.75, -0.18], [-1.58, -2.67, 0.44], [-2.00, -2.89, -0.54], [-6.22, -0.06, -0.39]], "nbo_charge": [-0.6257, 0.2169, -0.4582, 0.2061, -0.1560, -0.0936, -0.2784, -0.1505, 0.2138, 0.2081, 0.4303, 0.2040, -0.4634, -0.0361, 0.6564, -0.2292, 0.2442, 0.2314, 0.2097, 0.2151, 0.4138, -0.6285, 0.2037, -0.1192, 0.2081, -0.2178, 0.0633, -0.2095, 0.4089, 0.4190, -0.2314, -0.1952, 0.2146, 0.2077, -0.5918, -0.7001, 0.2128, 0.7699, 0.4961, -0.3329, -0.2580, -0.6766, -0.4214, 0.2036, 0.2159], "relative_energy_kj_mol": 134.4, "homo_lumo_gap_ev": 8.39, "total_charge": 0, "smiles": "CCc1ccc(NC(=O)NNC(=O)c2cc3ccccc3cc2O)cc1"}

(2)
{"formula": "C38H52BNO4Pd", "method": "the ωB97M-V functional and the def2-TZVPD basis", "elements": ["C", "H", "H", "H", "H", "H", "H", "C", "H", "H", "C", "O", "H", "H", "H", "H", "C", "H", "N", "C", "H", "C", "C", "B", "C", "C", "C", "H", "C", "H", "C", "H", "C", "H", "H", "C", "C", "C", "H", "C", "H", "C", "H", "H", "C", "C", "H", "H", "C", "H", "Pd", "C", "H", "H", "C", "H", "H", "H", "H", "O", "C", "H", "H", "C", "C", "H", "H", "C", "C", "C", "O", "H", "H", "C", "H", "H", "H", "H", "H", "O", "H", "H", "C", "C", "H", "C", "H", "C", "H", "C", "H", "H", "H", "C", "C", "H", "C"], "xyz": [[3.76, 1.34, 1.72], [-5.33, 2.09, 2.10], [-4.92, 0.62, 1.20], [5.98, 0.20, 3.03], [-4.45, -3.03, -3.54], [-4.00, 2.33, -2.00], [-2.01, 6.40, 4.42], [-2.36, -2.72, -3.17], [-3.22, -6.94, -5.53], [-4.48, 4.46, -0.69], [-0.52, 3.02, 1.83], [1.78, 0.20, -1.75], [0.46, 3.26, 2.22], [-2.37, 4.30, 5.76], [3.92, -2.51, -0.80], [0.26, -6.99, -4.14], [-0.48, -7.47, -3.51], [5.45, 0.35, 0.89], [0.43, 1.65, -0.01], [-5.32, 1.64, 1.11], [0.08, -5.07, -3.11], [-2.07, 5.81, 3.50], [-2.03, -5.46, -3.53], [-0.90, -1.09, -2.60], [-4.47, 2.45, 0.13], [-3.47, -3.48, -3.46], [-3.28, -4.86, -3.64], [4.09, 1.29, 5.18], [-2.87, -7.75, -2.93], [-2.10, -8.31, -5.50], [-1.11, -3.31, -3.05], [-2.08, 2.71, 5.03], [-4.59, 1.80, -1.25], [4.32, -2.48, -2.53], [4.84, 3.75, 2.45], [4.42, 0.64, 0.73], [2.43, 0.58, -0.66], [-2.20, -7.24, -5.28], [6.46, 1.75, 2.34], [1.73, 1.37, 0.34], [6.29, 1.58, 4.10], [4.51, -0.55, -1.54], [-2.78, -8.83, -3.13], [5.01, -0.38, -3.65], [-5.08, 3.86, -0.01], [5.98, -0.81, -1.18], [-5.13, 4.39, 0.95], [3.48, 0.41, -3.18], [3.77, 0.25, -0.46], [2.78, -1.80, -1.95], [-0.21, 0.44, -1.48], [2.42, 1.71, 1.51], [3.31, 3.58, 3.31], [3.71, -0.07, 4.10], [4.35, 3.23, 3.27], [-6.10, 3.78, -0.40], [-3.90, -7.46, -3.11], [-6.36, 1.56, 0.75], [-3.47, 3.67, 4.53], [-2.01, 1.13, -0.91], [-2.42, 3.72, 4.83], [6.53, 0.12, -1.04], [-5.65, 1.84, -1.55], [-1.65, 3.56, 2.45], [-2.88, 3.33, 1.86], [4.84, 3.51, 4.21], [-3.76, 3.76, 2.32], [-1.89, -6.96, -3.80], [3.83, -1.92, -1.72], [-0.13, 4.47, 4.27], [-0.20, -2.36, -2.74], [-1.52, -6.69, -5.92], [1.90, 2.23, 2.29], [3.66, 1.02, 4.21], [-0.12, 5.03, 5.22], [-3.11, 5.80, 3.16], [-1.47, 6.29, 2.73], [0.53, 4.99, 3.57], [-2.66, -7.59, -1.87], [-2.27, -1.39, -2.95], [0.29, 3.48, 4.46], [2.60, 1.29, 4.21], [4.50, 0.21, -2.87], [-0.60, 2.22, 0.69], [-0.44, -8.55, -3.70], [-3.04, 2.57, 0.68], [-0.20, -7.30, -2.47], [-0.92, -4.66, -3.23], [5.02, 1.16, -2.76], [-1.56, 4.38, 3.74], [6.45, -1.37, -1.99], [-4.15, -5.47, -3.88], [-4.25, 0.77, -1.26], [5.87, 1.28, 3.13], [-1.91, 1.94, 0.13], [6.08, -1.40, -0.26], [4.40, 1.71, 3.06]], "mulliken_charge": [-0.7393, 0.2928, 0.3253, 0.3757, 0.4063, 0.4029, 0.4438, 1.1904, 0.3386, 0.3752, 0.2612, -1.4679, 0.5827, 0.4601, 0.2807, 0.3762, -2.1276, 0.4520, -0.7295, -1.6034, 0.5108, -1.7894, 0.3727, -0.2810, 2.4274, -1.6427, -0.4940, 0.4377, -1.6631, 0.4227, 0.4767, 0.3783, -2.2610, 0.4251, 0.3440, -0.1780, 1.7771, -1.6151, 0.3752, 0.0035, 0.4681, 2.7098, 0.4358, 0.4457, -1.7763, -2.3731, 0.3341, 0.3133, -1.0221, 0.2521, 0.2002, 0.2639, 0.0537, 0.3538, -1.3940, 0.4631, 0.3059, 0.4382, 0.2991, -1.4033, -1.8216, 0.4305, 0.4868, -1.0389, -0.0532, 0.4638, 0.2520, 2.1564, -1.5998, -2.1497, -0.4226, 0.3727, 0.2360, -1.5787, 0.5285, 0.3046, 0.3640, 0.3929, 0.3939, -0.4430, 0.3447, 0.2268, -1.6713, -0.5951, 0.4343, -0.7671, 0.4331, -0.7332, 0.3192, 2.2101, 0.4475, 0.2997, 0.3696, -2.4425, 1.9244, 0.3889, 2.2452], "relative_energy_kj_mol": 0.0, "homo_lumo_gap_ev": 4.08, "total_charge": -2}

(3)
{"formula": "C22H33BrN4O3PRuS2Te", "method": "the ωB97M-V functional and the def2-TZVPD basis", "elements": ["O", "H", "N", "H", "C", "P", "C", "N", "H", "H", "C", "H", "H", "C", "C", "C", "O", "S", "O", "C", "H", "C", "C", "H", "Br", "N", "H", "C", "H", "H", "H", "H", "H", "C", "H", "C", "H", "H", "H", "H", "H", "H", "H", "S", "C", "C", "C", "H", "N", "H", "H", "C", "H", "C", "H", "C", "H", "H", "H", "Te", "Ru", "H", "H", "C", "C", "C", "C", "H"], "xyz": [[1.14, -0.63, -1.05], [-2.49, -4.15, -1.64], [-0.11, -2.12, 1.03], [-3.15, -4.50, -0.05], [0.73, 4.48, -0.82], [2.43, -1.34, -0.72], [-0.98, -5.50, 2.15], [-1.76, 0.12, 0.74], [-1.28, -5.17, 3.14], [-1.54, 2.26, 0.28], [3.87, -4.45, -1.81], [2.91, 0.93, -2.05], [5.21, 1.92, -1.97], [3.30, -3.82, -0.57], [-0.61, -1.27, 6.66], [-0.99, -4.53, -0.13], [2.24, -2.90, -0.94], [-4.18, -0.48, -0.50], [3.58, -1.02, -1.78], [-2.77, -0.15, 0.22], [-0.93, -5.60, -0.32], [-0.60, 2.70, 0.02], [1.01, -0.21, 5.23], [0.37, -2.07, 3.47], [0.90, 6.20, -1.55], [-0.75, -4.33, 1.30], [5.91, 0.31, -1.79], [-0.34, -3.14, 1.79], [-0.24, -2.34, 0.05], [4.06, -3.29, 0.00], [2.53, 1.81, 0.14], [4.91, 0.98, -0.50], [0.50, -3.83, 3.64], [5.03, 0.92, -1.58], [-2.65, -1.10, 6.03], [-0.12, -3.02, 3.27], [-2.45, -2.92, -0.38], [4.30, -3.69, -2.46], [0.49, -6.79, 1.23], [1.09, -5.90, 2.63], [-1.07, -3.03, 3.81], [-0.18, -4.08, -0.71], [0.01, -7.28, 2.86], [0.36, 1.18, 2.93], [-0.52, 3.98, -0.50], [-1.62, -0.86, 5.81], [0.71, -0.94, 6.37], [2.04, 0.05, 5.01], [0.49, 1.93, 0.23], [1.51, -1.25, 7.04], [-1.42, 4.55, -0.66], [0.22, -6.42, 2.22], [2.85, 4.08, -0.82], [-2.35, -3.99, -0.58], [-2.11, 0.19, 3.99], [1.68, 2.44, -0.07], [4.65, -5.16, -1.54], [-1.84, -6.03, 1.74], [2.84, -4.55, 0.09], [2.88, -0.67, 1.52], [0.27, -0.05, 0.95], [-0.84, -1.84, 7.55], [3.09, -4.98, -2.37], [-1.32, -0.13, 4.67], [3.81, 0.33, -2.24], [1.86, 3.71, -0.60], [0.00, 0.19, 4.36], [3.94, 0.25, -3.32]], "nbo_charge": [-1.1121, 0.2193, -0.7249, 0.2086, -0.0357, 2.0810, -0.2047, -0.6423, 0.2117, 0.2488, -0.6308, 0.1944, 0.2153, -0.0606, -0.2238, -0.2243, -0.8400, -0.2204, -0.8416, 0.1939, 0.2031, 0.0954, -0.1729, 0.2588, 0.0949, -0.4223, 0.2175, 0.5382, 0.3776, 0.1909, 0.2298, 0.2246, 0.2235, -0.6413, 0.2138, -0.6745, 0.2341, 0.2228, 0.2066, 0.2083, 0.2399, 0.2079, 0.2176, -0.0099, -0.2773, -0.2063, -0.2314, 0.2113, -0.3977, 0.2129, 0.2443, -0.6191, 0.2382, -0.6246, 0.2324, 0.0663, 0.2154, 0.2019, 0.1883, -0.2550, 0.6485, 0.2125, 0.2142, -0.2232, -0.0637, -0.2779, -0.2007, 0.1943], "relative_energy_kj_mol": 51.0, "homo_lumo_gap_ev": [7.65, 6.83], "spin_multiplicity": 2, "total_charge": 0, "s2": 0.758}